C23H37BF6N7O4S2SiY as an isolated structure. Source: the Open Molecules 2025 dataset; level of theory: ωB97M-V with the def2-TZVPD basis set.

Properties
Energy above the lowest of the compared OMol25 structures with the same formula, charge and spin in kcal per mole: 0.0
Molecular weight in g mol⁻¹: 781.520
HOMO energy in eV: -7.78
Energy in a.u.: -3331.2753
Largest force on an atom in eV Å⁻¹: 2.5
Kohn-Sham gap in Eh: 0.29500
Total charge: 0

Each line ends with the Mulliken charge.
Cartesian coordinates (Å):
Y -0.759 0.207 -0.502  -1.41
C -3.419 -3.492 -0.240  -1.35
C -2.232 -2.860 0.113  -0.23
N -2.386 -1.533 0.090  0.30
N -3.662 -1.293 -0.276  0.08
C -4.300 -2.451 -0.478  -0.12
B -4.261 0.122 -0.478  0.33
N -3.738 0.751 -1.791  0.48
C -4.347 0.754 -2.985  0.01
C -3.569 1.468 -3.874  -1.20
C -2.468 1.868 -3.119  -0.59
N -2.570 1.428 -1.866  -0.56
N -3.860 1.071 0.662  -0.25
C -4.713 1.871 1.324  -0.24
C -3.981 2.765 2.077  -1.38
C -2.654 2.432 1.806  -0.05
N -2.587 1.413 0.954  0.56
H -3.603 -4.549 -0.305  0.46
H -1.291 -3.302 0.401  0.47
H -5.338 -2.474 -0.762  0.49
H -5.450 0.026 -0.517  -0.16
H -5.304 0.277 -3.118  0.51
H -3.765 1.671 -4.913  0.42
H -1.630 2.467 -3.429  0.84
H -5.777 1.758 1.204  0.45
H -4.342 3.535 2.734  0.42
H -1.760 2.896 2.192  0.31
F 2.859 -0.942 -4.004  -0.16
C 2.438 0.238 -4.443  0.58
F 3.184 1.198 -3.903  -0.20
F 2.541 0.284 -5.762  -0.21
S 0.673 0.532 -3.955  1.06
O 0.695 0.485 -2.495  -0.78
O 0.348 1.778 -4.559  -0.65
N -0.030 -0.723 -4.587  -0.59
S -1.009 -1.645 -3.781  1.23
O -1.622 -1.001 -2.638  -0.37
O -1.837 -2.410 -4.642  -0.69
C 0.079 -2.883 -2.883  0.52
F -0.537 -4.049 -2.770  -0.26
F 0.272 -2.390 -1.627  0.04
F 1.263 -3.069 -3.435  -0.23
C 2.995 2.265 -0.018  -2.10
C 2.186 1.992 1.258  2.47
C 3.079 2.300 2.469  -1.77
C 1.014 2.985 1.259  -1.51
Si 1.487 0.152 1.221  0.79
C 0.865 -0.350 3.032  2.87
C 1.987 -0.696 4.021  -1.81
C 0.045 0.795 3.641  -2.04
C -0.083 -1.555 2.936  -1.88
C 2.938 -1.077 0.696  2.81
C 3.222 -0.977 -0.811  -1.51
C 2.500 -2.523 0.977  -2.03
C 4.267 -0.841 1.428  -1.91
H 3.224 3.334 -0.086  0.60
H 2.450 1.977 -0.923  0.22
H 3.946 1.732 -0.011  0.36
H 3.513 3.302 2.366  0.55
H 3.900 1.589 2.553  0.30
H 2.511 2.283 3.400  0.32
H 1.398 4.010 1.207  0.60
H 0.407 2.904 2.160  0.18
H 0.357 2.839 0.389  0.23
H 2.721 0.108 4.099  0.28
H 2.512 -1.610 3.743  0.33
H 1.562 -0.854 5.020  0.56
H 0.664 1.660 3.878  0.32
H -0.414 0.456 4.577  0.61
H -0.764 1.105 2.975  0.12
H 0.416 -2.451 2.566  0.25
H -0.936 -1.341 2.286  0.35
H -0.480 -1.786 3.932  0.57
H 2.314 -1.054 -1.406  -0.22
H 3.888 -1.793 -1.113  0.68
H 3.710 -0.041 -1.079  0.22
H 1.530 -2.746 0.525  0.10
H 2.436 -2.727 2.046  0.43
H 3.233 -3.218 0.554  0.58
H 4.714 0.114 1.149  0.34
H 4.981 -1.625 1.150  0.56
H 4.152 -0.865 2.513  0.30


C23H37ClIN6O2Tc as an isolated structure. Source: the Open Molecules 2025 dataset; level of theory: ωB97M-V with the def2-TZVPD basis set.

Properties
Energy above the lowest of the compared OMol25 structures with the same formula, charge and spin in kcal per mole: 8.0
Molecular weight in g mol⁻¹: 689.946
HOMO energy (alpha / beta) in eV: -16.14 / -17.02
Energy in a.u.: -2215.4820
Largest force on an atom in eV Å⁻¹: 0.4
Kohn-Sham gap (alpha / beta) in Eh: 0.29246 / 0.24107
Total charge: +3
Multiplicity: 4

Each line ends with the Löwdin spin population.
Cartesian coordinates (Å):
Tc 0.027 -0.178 -0.725  1.85
C 0.424 1.045 -4.059  0.00
C 0.112 2.001 -2.911  0.00
N -0.796 1.475 -1.847  0.01
C -2.170 1.114 -2.306  0.00
C -2.255 -0.354 -2.676  0.00
N -1.656 -1.200 -1.598  0.00
C -1.673 -2.652 -1.984  0.00
C -0.611 -3.562 -1.342  0.00
C -0.045 -3.182 0.020  0.00
N 0.869 -2.000 0.030  0.01
C 2.185 -2.196 -0.652  0.00
C 2.109 -1.831 -2.124  0.01
N 1.416 -0.515 -2.301  0.00
C 0.974 -0.352 -3.715  0.00
H 1.156 1.573 -4.670  0.00
H -0.451 0.928 -4.700  0.00
H -0.330 2.902 -3.339  0.00
H 1.031 2.300 -2.405  0.00
H -0.892 2.240 -1.183  0.01
H -2.470 1.726 -3.158  0.00
H -2.858 1.334 -1.489  0.00
H -1.715 -0.556 -3.597  0.00
H -3.295 -0.634 -2.849  0.00
H -2.287 -1.123 -0.801  0.00
H -1.574 -2.708 -3.068  0.00
H -2.668 -3.034 -1.751  0.00
H 0.203 -3.744 -2.040  0.00
H -1.079 -4.538 -1.210  0.00
H 0.502 -4.042 0.410  0.00
H -0.850 -2.962 0.722  0.00
H 1.078 -1.820 1.012  0.00
H 2.540 -3.221 -0.534  0.00
H 2.897 -1.536 -0.157  0.00
H 1.563 -2.569 -2.702  0.00
H 3.115 -1.777 -2.543  0.00
H 2.121 0.207 -2.116  0.00
H 0.236 -1.130 -3.905  0.00
H 1.822 -0.573 -4.365  0.00
Cl 5.147 3.500 3.739  0.12
C 4.112 2.724 2.662  0.22
C 4.356 2.855 1.291  0.02
C 3.541 2.235 0.378  0.14
I 3.960 2.429 -1.649  0.03
C 2.415 1.446 0.788  0.13
O 1.667 0.903 -0.072  0.22
C 2.198 1.266 2.224  0.04
N 1.208 0.438 2.585  0.02
C 0.997 0.260 3.881  0.01
C 1.738 0.893 4.883  0.01
C 2.762 1.727 4.514  0.03
C 3.026 1.920 3.150  0.01
H 5.202 3.446 0.964  0.00
H 0.200 -0.428 4.149  0.00
H 1.515 0.714 5.926  0.00
H 3.369 2.225 5.259  0.00
C -4.073 0.684 3.075  0.00
N -3.007 -0.013 2.331  0.01
C -2.899 -1.457 2.554  0.00
C -2.173 0.630 1.547  0.01
C -2.237 2.128 1.481  0.00
O -1.289 0.002 0.881  0.06
H -4.844 -0.041 3.321  0.00
H -4.526 1.468 2.476  0.00
H -3.691 1.111 4.003  0.00
H -3.066 -1.658 3.610  0.00
H -1.905 -1.798 2.285  0.00
H -3.652 -1.997 1.980  0.00
H -2.282 2.561 2.481  0.00
H -3.127 2.465 0.946  0.00
H -1.346 2.503 0.986  0.00


C23H37CoO3 as an isolated structure. Source: the Open Molecules 2025 dataset; level of theory: ωB97M-V with the def2-TZVPD basis set.

Properties
Energy above the lowest of the compared OMol25 structures with the same formula, charge and spin in kcal per mole: 15.9
Molecular weight in g mol⁻¹: 420.479
HOMO energy (alpha / beta) in eV: -4.60 / -7.88
Energy in a.u.: -2506.7939
Largest force on an atom in eV Å⁻¹: 5.7
Kohn-Sham gap (alpha / beta) in Eh: 0.19052 / 0.27664
Total charge: 0
Multiplicity: 5

Each line ends with the Löwdin spin population.
Cartesian coordinates (Å):
O -3.894 -0.996 -2.808  0.00
C -2.524 -1.402 -2.438  0.00
C -1.924 -0.013 -2.706  0.00
H -2.151 -2.169 -3.126  0.00
H -2.462 -1.720 -1.382  0.00
C -3.406 0.353 -3.047  0.00
H -1.248 0.000 -3.558  0.00
H -1.472 0.499 -1.852  0.01
C -3.607 0.785 -4.489  0.00
H -2.972 0.222 -5.183  0.00
H -3.356 1.854 -4.580  0.00
H -4.648 0.664 -4.816  0.00
C -4.046 1.324 -2.057  0.00
H -3.527 2.283 -2.112  0.00
H -4.020 0.987 -1.010  0.00
H -5.093 1.463 -2.353  0.00
Co 1.086 0.397 0.038  2.53
C 1.894 1.763 1.257  0.09
C 2.743 0.607 1.147  0.09
C 3.114 0.465 -0.218  0.07
H 3.064 0.009 1.983  0.01
C 2.502 1.535 -0.949  0.10
C 1.671 2.288 -0.075  0.08
H 1.010 3.115 -0.319  0.01
H 1.570 2.227 2.182  0.01
H 3.771 -0.288 -0.617  0.01
H 2.724 1.824 -1.960  0.01
C -0.218 -0.248 2.982  0.08
C -0.230 0.695 1.756  0.35
C -0.853 -0.024 0.686  0.20
H -0.473 1.734 2.023  0.01
C -0.824 -1.440 1.047  0.04
C -0.370 -1.589 2.323  0.20
H -0.287 -2.525 2.880  0.01
H -1.166 -0.009 3.523  0.03
H -1.545 0.395 -0.036  0.03
H -1.179 -2.244 0.397  0.00
O 1.466 -0.138 -2.692  0.03
C 1.604 0.657 -3.922  0.00
C 1.727 -0.326 -5.091  0.00
H 2.538 1.257 -3.909  0.00
H 0.751 1.347 -4.025  0.00
C 2.291 -1.596 -4.457  0.00
H 2.408 0.054 -5.854  0.00
H 0.749 -0.537 -5.529  0.00
C 2.273 -1.317 -2.954  0.00
H 3.325 -1.765 -4.772  0.00
H 1.683 -2.452 -4.749  0.00
H 3.313 -1.100 -2.627  0.00
H 1.870 -2.161 -2.376  0.00
C 1.841 -0.320 6.080  0.00
C 0.515 -0.293 5.315  0.00
C -0.222 -1.596 5.563  0.00
C -0.331 0.870 5.836  0.00
O 0.869 -0.105 3.909  0.01
H 1.672 -0.357 7.164  0.00
H 2.442 0.570 5.862  0.00
H 2.420 -1.208 5.805  0.00
H -0.372 -1.738 6.642  0.00
H -1.212 -1.610 5.093  0.00
H 0.366 -2.449 5.199  0.00
H 0.091 1.841 5.540  0.00
H -1.370 0.810 5.481  0.00
H -0.360 0.842 6.936  0.00